ORCA calculation (wB97M-V/def2-TZVPD) on a molecular structure, C31H33AuNO4S2.

Geometry (Å):
1 Au 0.032 -0.004 -0.606
2 O 3.837 -1.542 -1.569
3 C 2.608 -1.143 -1.681
4 O 2.083 -0.493 -0.780
5 C 1.920 -1.524 -2.989
6 N 2.880 -2.281 -3.804
7 C 3.186 -1.514 -5.034
8 C 2.812 -0.083 -4.670
9 C 1.565 -0.274 -3.809
10 H 1.039 -2.108 -2.716
11 H 2.564 -3.220 -4.002
12 H 3.996 -2.039 -2.425
13 H 2.580 -1.866 -5.874
14 H 4.236 -1.627 -5.299
15 H 2.632 0.534 -5.547
16 H 3.610 0.384 -4.088
17 H 0.702 -0.496 -4.437
18 H 1.319 0.582 -3.182
19 O -1.992 0.391 -0.376
20 S -3.239 -0.234 -0.986
21 C -4.079 1.138 -1.832
22 C -4.345 2.331 -0.970
23 C -3.302 3.161 -0.568
24 C -3.555 4.246 0.256
25 C -4.848 4.515 0.680
26 C -5.893 3.696 0.277
27 C -5.641 2.607 -0.543
28 C -4.270 -0.434 0.481
29 C -3.549 -1.387 1.393
30 C -3.506 -2.747 1.100
31 C -2.792 -3.613 1.914
32 C -2.113 -3.122 3.022
33 C -2.150 -1.766 3.313
34 C -2.865 -0.900 2.499
35 H -4.996 0.699 -2.230
36 H -3.421 1.363 -2.673
37 H -2.293 2.952 -0.897
38 H -2.740 4.886 0.566
39 H -5.043 5.365 1.320
40 H -6.904 3.907 0.598
41 H -6.460 1.970 -0.859
42 H -5.241 -0.806 0.150
43 H -4.383 0.557 0.922
44 H -4.040 -3.133 0.239
45 H -2.771 -4.671 1.688
46 H -1.557 -3.797 3.658
47 H -1.617 -1.379 4.171
48 H -2.874 0.161 2.713
49 O 0.088 0.737 1.892
50 S 1.366 0.916 2.658
51 C 2.528 1.581 1.449
52 C 3.883 1.293 1.442
53 C 4.694 1.877 0.481
54 C 4.155 2.748 -0.456
55 C 2.801 3.048 -0.427
56 C 1.982 2.469 0.532
57 C 2.063 -0.711 2.906
58 C 3.024 -0.874 3.894
59 C 3.563 -2.134 4.111
60 C 3.117 -3.215 3.363
61 C 2.125 -3.044 2.407
62 C 1.591 -1.787 2.174
63 H 4.307 0.599 2.154
64 H 5.750 1.645 0.461
65 H 4.795 3.201 -1.203
66 H 2.381 3.741 -1.144
67 H 0.926 2.705 0.575
68 H 3.340 -0.030 4.496
69 H 4.317 -2.274 4.874
70 H 3.530 -4.199 3.541
71 H 1.760 -3.895 1.848
72 H 0.794 -1.639 1.456

**E_HOMO**: -10.930 eV
**Charge**: +1
**Frontier orbital gap**: 0.3213 Ha
**Energy above the lowest of the compared OMol25 structures with the same formula, charge and spin**: 0.0 kcal per mole

Atomic partial charges in e from the Mulliken method, atoms 1 to 2: atom 1 (Au): 0.6657, atom 2 (O): -0.4902